<P>
Formula: C3H7N2Si
Source: the OMol25 dataset
Level of theory: ωB97M-V/def2-TZVPD

Properties
SMILES string   [SiH3][n+]1cc[nH]c1
Orbital gap   11.0403 eV
Charge   +1

Atoms and positions in Å:
Si (-1.97171, -0.06613, 0.03342)
N (-0.12552, 0.05894, -0.05571)
C (0.79906, 0.95496, -0.55981)
C (2.04031, 0.54060, -0.42387)
N (1.98507, -0.56316, 0.37996)
C (0.66184, -0.80852, 0.52967)
H (-2.04381, 1.16196, -0.70137)
H (-2.48738, 0.53162, 1.26243)
H (-2.39356, -1.51191, -0.30234)
H (0.47402, 1.79749, -1.17195)
H (3.00897, 0.92608, -0.81586)
H (2.69913, -0.94769, 0.92858)
H (0.29565, -1.58137, 1.05410)



<Q>
Formula: C3H7N2Si
Source: the OMol25 dataset
Level of theory: ωB97M-V/def2-TZVPD

Properties
Orbital gap   9.9476 eV
Charge   +1

Atoms and positions in Å:
C (-0.08185, -1.67248, -0.85066)
C (0.17753, -0.42962, -1.16632)
C (-0.31769, -0.38246, 0.92618)
N (-0.41159, -1.62614, 0.55511)
N (-0.01819, 0.39403, -0.10838)
Si (0.12577, 2.21789, 0.04714)
H (0.13636, -2.66923, -1.40067)
H (0.52232, -0.04862, -2.11214)
H (-0.54847, -0.09470, 1.89711)
H (-0.68733, -2.48169, 1.14660)
H (0.83870, 2.39959, -1.14111)
H (1.45281, 1.66655, 1.47982)
H (-1.18836, 2.72688, 0.72732)



If we sort the structures by their calculated energies, the order from most to least stable is <P>, <Q>.



<P>
Formula: C3H6O2S2
Source: the OMol25 dataset
Level of theory: ωB97M-V/def2-TZVPD

Properties
SMILES string   CC[C@H]1SS1(=O)=O
Orbital gap   9.6750 eV
Charge   0

Atoms and positions in Å:
C (-1.28108, -1.21328, -0.89951)
C (0.11250, -0.76224, -0.50961)
C (0.02501, 0.99293, 0.13743)
S (-0.48474, 0.91930, 1.95303)
S (1.38780, 1.39856, 1.11334)
O (1.92640, 2.78554, 1.15696)
O (2.33201, 0.31397, 1.32789)
H (-1.31557, -1.86896, -1.71582)
H (-1.82928, -0.36628, -0.96954)
H (-1.57341, -1.68958, -0.03425)
H (0.67866, -0.71839, -1.40823)
H (0.53552, -1.48968, 0.19670)
H (-0.51382, 1.69811, -0.34838)



<Q>
Formula: C3H6O2S2
Source: the OMol25 dataset
Level of theory: ωB97M-V/def2-TZVPD

Properties
SMILES string   O=C(O)CCSS
Orbital gap   8.9774 eV
Charge   0

Atoms and positions in Å:
O (-1.56934, -2.16633, -0.09057)
C (-1.62328, -1.02591, 0.19306)
O (-2.89748, -0.35397, 0.32854)
C (-0.39711, -0.01416, 0.17077)
C (0.76068, -0.05938, -0.82291)
S (2.27605, -0.20377, 0.22770)
S (2.35555, 1.81570, 0.52149)
H (-3.53248, -0.99419, 0.71161)
H (-0.07247, -0.05615, 1.22128)
H (-0.66938, 1.02346, 0.11567)
H (1.13695, -0.76318, -1.59376)
H (0.50170, 0.78987, -1.46720)
H (3.73059, 2.00801, 0.48433)



If we sort the structures by their calculated energies, the order from most to least stable is <Q>, <P>.



<P>
Formula: C3H6O2S2
Source: the OMol25 dataset
Level of theory: ωB97M-V/def2-TZVPD

Properties
Orbital gap   7.7458 eV
Charge   0

Atoms and positions in Å:
C (-1.11379, 0.31291, 0.62350)
C (1.39259, 0.49116, 0.22173)
C (0.04110, 1.18077, 0.07019)
O (-0.09877, -2.59873, 0.18300)
O (-1.35930, -2.27009, -1.84342)
S (-2.56941, 0.28956, -0.07066)
S (-0.36177, -1.71941, -0.96531)
H (-0.73555, -0.16386, 1.47604)
H (1.34479, -0.30738, 0.86653)
H (2.06141, 1.24551, 0.55815)
H (1.85316, 0.19381, -0.71879)
H (-0.39908, 1.29068, -0.99297)
H (-0.05539, 2.05507, 0.59201)



<Q>
Formula: C3H6O2S2
Source: the OMol25 dataset
Level of theory: ωB97M-V/def2-TZVPD

Properties
Orbital gap (alpha / beta)   8.5337 / 6.4694 eV
Charge   0

Atoms and positions in Å:
C (0.32425, -0.46104, 0.39295)
C (-0.47792, 1.82352, 0.59091)
C (-0.08700, 0.76348, -0.33218)
O (1.69672, -2.67701, -0.11137)
O (0.24526, -2.01082, -1.99738)
S (-1.23434, -3.06032, 0.31864)
S (0.47264, -2.14531, -0.56666)
H (0.71843, -0.39378, 1.36849)
H (-1.42493, 1.67572, 1.11440)
H (-0.70299, 2.63433, 0.03947)
H (0.39967, 2.18944, 1.24368)
H (0.88520, 1.10699, -0.87889)
H (-0.81501, 0.55478, -1.18206)



<R>
Formula: C3H6O2S2
Source: the OMol25 dataset
Level of theory: ωB97M-V/def2-TZVPD

Properties
Orbital gap   8.7303 eV
Charge   0

Atoms and positions in Å:
C (-0.11213, 1.89805, 0.19335)
C (-0.10211, 0.39243, 0.17404)
C (0.85471, -0.69832, 0.09882)
O (-1.60104, 0.00111, -1.32511)
O (1.37934, -0.83946, -1.15139)
S (-1.04531, 0.89992, 1.44550)
S (0.19610, -2.41387, 0.72736)
H (0.75313, 2.46660, 0.54356)
H (-0.65591, 2.46356, -0.56193)
H (1.72002, -0.77597, 0.83457)
H (-1.93488, -0.79660, -0.89625)
H (0.86059, -0.52855, -1.89868)
H (-0.31252, -2.06890, 1.81616)



If we sort the structures by their calculated energies, the order from most to least stable is <P>, <R>, <Q>.



<P>
Formula: C3H2N2
Source: the OMol25 dataset
Level of theory: ωB97M-V/def2-TZVPD

Properties
SMILES string   N#CCC#N
Orbital gap   12.9232 eV
Charge   0

Atoms and positions in Å:
N (2.18043, -0.97195, 0.01841)
C (1.19721, -0.35458, -0.05964)
C (-0.04810, 0.53413, 0.00437)
C (-1.21123, -0.33045, -0.01741)
N (-2.11676, -1.01971, -0.00221)
H (-0.00699, 1.05632, 0.92899)
H (0.00544, 1.08624, -0.87250)



<Q>
Formula: C3H2N2
Source: the OMol25 dataset
Level of theory: ωB97M-V/def2-TZVPD

Properties
SMILES string   C#CC1=NN1
Orbital gap   9.1686 eV
Charge   0

Atoms and positions in Å:
C (-0.34942, 1.63691, -1.48855)
C (-0.01429, 0.91302, -0.59474)
C (0.36166, -0.33896, 0.62511)
N (0.95402, -0.92599, 1.69664)
N (0.08660, -1.70394, 0.63759)
H (-0.23646, 2.53371, -1.88199)
H (-0.80211, -2.11474, 1.00593)



<R>
Formula: C3H2N2
Source: the OMol25 dataset
Level of theory: ωB97M-V/def2-TZVPD

Properties
SMILES string   N#CCC#N
Orbital gap   12.7338 eV
Charge   0

Atoms and positions in Å:
N (-1.03239, 0.83796, 1.97087)
C (-0.68938, 0.31652, 0.99678)
C (-0.12158, -0.45498, -0.12341)
C (0.83364, 0.38111, -0.89894)
N (1.61478, 1.03446, -1.46970)
H (0.38408, -1.34476, 0.27767)
H (-0.98915, -0.77030, -0.75328)



If we sort the structures by their calculated energies, the order from most to least stable is <R>, <P>, <Q>.



<P>
Formula: C10H19N5O5
Source: the OMol25 dataset
Level of theory: ωB97M-V/def2-TZVPD

Properties
SMILES string   [H]/N=C(\N)NCCC[C@H](N)C(=O)N[C@@H](CC(=O)O)C(=O)O
Orbital gap   9.6746 eV
Charge   0

Atoms and positions in Å:
H (-4.34631, -1.89947, 0.09404)
N (-3.65169, -1.40188, 0.62588)
C (-4.09905, -0.23536, 0.95666)
N (-5.25796, 0.39171, 0.42601)
N (-3.38046, 0.62309, 1.75343)
C (-2.70395, 1.67248, 0.94075)
C (-2.00185, 1.26915, -0.37938)
C (-0.77962, 0.36334, -0.06047)
C (-0.25902, -0.42147, -1.24129)
N (-1.37817, -1.17918, -1.89637)
C (0.91595, -1.26061, -0.76868)
O (0.92735, -2.48345, -0.55384)
N (2.02465, -0.51214, -0.63254)
C (3.32752, -1.00577, -0.20322)
C (4.44074, 0.03556, -0.51198)
C (4.31161, 1.46049, 0.03117)
O (4.85174, 1.88516, 1.00397)
O (3.62377, 2.16156, -0.82711)
C (3.40928, -1.30823, 1.34575)
O (4.35536, -0.89253, 2.00890)
O (2.49575, -2.10911, 1.91314)
H (-5.81178, -0.21808, -0.16465)
H (-5.39095, 1.38319, 0.39011)
H (-2.71908, 0.04998, 2.21892)
H (-2.04348, 2.11856, 1.70669)
H (-3.49862, 2.44676, 0.67380)
H (-2.87012, 0.67336, -0.86590)
H (-1.72350, 2.09295, -1.01938)
H (0.08393, 1.03296, 0.36451)
H (-1.11724, -0.28295, 0.75276)
H (0.15550, 0.21345, -2.02298)
H (-1.06830, -2.04587, -2.36858)
H (-2.14063, -1.40534, -1.24547)
H (2.03029, 0.46454, -0.80185)
H (3.54284, -1.96506, -0.71259)
H (4.68210, 0.14352, -1.56745)
H (5.34983, -0.33203, -0.05389)
H (3.64473, 3.09460, -0.43952)
H (2.06882, -2.61790, 1.13066)



<Q>
Formula: C10H19N5O5
Source: the OMol25 dataset
Level of theory: ωB97M-V/def2-TZVPD

Properties
Orbital gap   7.8090 eV
Charge   0

Atoms and positions in Å:
C (1.83095, -1.29137, 0.21823)
C (0.87241, -0.45551, -0.55227)
C (3.24595, -1.41973, -0.44681)
C (4.12342, -0.42297, 0.34265)
C (0.40140, 2.17750, -0.63785)
C (0.18448, 3.02928, 0.71119)
C (-1.00072, 1.91853, -1.27307)
C (-1.89959, 1.25104, -0.23765)
C (-2.96620, 0.42485, -0.94655)
C (-3.18292, -1.52635, 0.64810)
H (0.95773, -3.29450, -0.27648)
H (1.42899, -3.04931, 1.82005)
H (2.08731, -0.66734, 1.19350)
H (3.35634, -1.18530, -1.53143)
H (3.67201, -2.44559, -0.37586)
H (5.76982, 0.32431, 0.28339)
H (1.67469, 0.97426, 0.56217)
H (1.00340, 2.90720, -1.31521)
H (-0.77325, 1.39706, -2.19963)
H (-1.54829, 2.93589, -1.60425)
H (-2.47924, 2.04187, 0.20038)
H (-1.25209, 0.64679, 0.40597)
H (-2.35371, -0.14110, -1.72183)
H (-3.58919, 1.08423, -1.53855)
H (-4.70071, -0.16990, 0.43725)
H (-4.43261, -1.54967, 1.91932)
H (-1.77506, -1.76876, -1.25539)
H (-1.39495, -2.53762, 0.75446)
H (0.58415, 1.39311, 1.86850)
N (1.03665, -2.49008, 0.72487)
N (0.95964, 0.83378, -0.17607)
N (-3.73595, -0.39538, 0.07415)
N (-3.61705, -2.10297, 1.72268)
N (-2.12341, -2.13024, 0.03020)
O (0.16614, -0.76347, -1.43672)
O (4.06104, 0.50638, 1.17329)
O (5.43760, -0.57659, -0.21680)
O (-0.18866, 4.22042, 0.68808)
O (0.15954, 2.31725, 1.96401)



If we sort the structures by their calculated energies, the order from most to least stable is <P>, <Q>.



<P>
Formula: C5H12N2O
Source: the OMol25 dataset
Level of theory: ωB97M-V/def2-TZVPD

Properties
Orbital gap (alpha / beta)   8.3538 / 4.6865 eV
Charge   +1
Multiplicity   2

Atoms and positions in Å:
C (0.81597, 2.06324, -2.86970)
C (0.69607, 1.11870, -1.75497)
C (0.85691, -0.26579, -1.89346)
O (0.73478, -1.14383, -0.97886)
H (1.34343, 2.96370, -2.54568)
H (1.39732, 1.61717, -3.68248)
H (-0.16040, 2.34294, -3.28629)
H (0.53956, 1.56109, -0.77769)
H (0.98170, -0.65934, -2.90148)
H (0.02334, -0.92090, -0.28728)
C (-0.20235, -1.26179, 2.28950)
C (-1.25657, -0.58497, 1.88424)
N (-1.56907, -0.28772, 0.52417)
N (0.00493, -1.52228, 3.66386)
H (0.59030, -1.58136, 1.60884)
H (-1.96446, -0.27744, 2.64726)
H (-1.28025, 0.60885, 0.16425)
H (-2.53236, -0.44407, 0.26241)
H (0.62419, -0.86735, 4.11945)
H (0.35697, -2.45885, 3.81389)



<Q>
Formula: C5H12N2O
Source: the OMol25 dataset
Level of theory: ωB97M-V/def2-TZVPD

Properties
Orbital gap (alpha / beta)   10.6361 / 4.9502 eV
Charge   +1
Multiplicity   2

Atoms and positions in Å:
N (-0.55731, -2.93149, -1.16223)
C (-0.68238, -2.16636, 0.11061)
C (0.31045, -0.95853, -0.01563)
N (-0.16604, 0.21223, 0.60746)
C (0.68380, 2.53930, -0.64497)
C (0.33257, 1.57551, 0.65600)
C (-0.76956, 2.45022, 1.28738)
O (1.17137, -1.14527, -0.85397)
H (0.24126, -3.50234, -1.00017)
H (-0.47895, -2.40573, -2.10152)
H (-1.63911, -1.64502, 0.21620)
H (-0.73598, -2.75325, 0.97574)
H (-0.88025, 0.08034, 1.49542)
H (-0.30919, 2.75469, -1.17694)
H (1.32797, 1.96798, -1.37472)
H (1.02751, 3.43598, -0.15726)
H (1.25898, 1.43882, 1.23168)
H (-1.74790, 2.10942, 0.97348)
H (-0.93441, 2.56895, 2.33631)
H (-0.68660, 3.50634, 0.93658)



If we sort the structures by their calculated energies, the order from most to least stable is <P>, <Q>.